Entry 1:
Entry from the Open Molecules 2025 dataset: the ion C8H13N6O with charge +1 in a non-equilibrium geometry (ωB97M-V/def2-TZVPD).

ORCA input file:
```
! RIJCOSX wB97M-V def2-TZVPD def2/J DEFGRID3
* xyz 1 1
C -0.3553 0.8883 0.1150
H 2.7415 -1.9382 -2.8447
C 1.5564 -3.2093 -0.6482
H 1.5668 -2.9867 0.3799
N -1.7364 2.9381 0.3439
H 2.2866 -3.7220 -1.2139
H 1.5184 -0.8998 -3.1813
C -0.6432 2.3060 -0.1594
C -1.4677 -0.9211 1.0484
N 1.4699 0.9968 -1.4661
O -1.2154 1.2013 2.2325
C 1.7029 -1.8377 -2.6600
H -1.8408 4.0236 0.3061
H 1.0606 -2.5800 -3.0464
N 0.1432 2.9306 -0.9863
H -2.2773 2.4805 1.1365
C 1.1942 2.2923 -1.5080
H 0.5793 -3.6651 -0.5931
N 0.7930 -1.0305 -0.4292
N 1.3939 -1.8507 -1.2689
H 1.7373 3.0001 -2.2290
C 0.6419 0.2744 -0.6385
N -1.0728 0.2392 1.1298
H -1.7214 -1.4561 1.9905
H -1.7545 1.5522 3.9434
H -3.0094 0.4366 3.0691
C -1.8788 0.6793 3.3327
H -1.4128 -0.1419 3.8453
*
```

E_LUMO	-5.860	eV
energy	-715.92579	Eh
gap between HOMO and LUMO	6.253	eV
max |F|	5.9	eV/Å

Here are the Löwdin charges for atoms 1 to 5, given in e:
1. C -0.033
2. H 0.111
3. C 0.052
4. H 0.086
5. N 0.155



Entry 2:
Entry from the Open Molecules 2025 dataset: a structure of composition C23H27ORhSi in a non-equilibrium geometry (ωB97M-V/def2-TZVPD).

ORCA input file:
```
! RIJCOSX wB97M-V def2-TZVPD def2/J DEFGRID3
* xyz 0 5
H 2.9074 -2.8579 4.3934
C 0.8338 -2.3626 0.1867
C -0.5300 2.8044 -3.9606
C 1.0481 1.9442 -2.2111
H 2.4469 1.5554 0.7209
C -1.0145 4.0408 -4.4950
H -1.7183 5.1335 -6.2061
H -0.7991 -2.8891 1.6822
C -0.4366 -2.2064 0.9099
C -0.7978 1.4934 1.4892
C -0.0712 2.7747 -2.6532
H -2.4606 -1.7891 0.0192
H 2.3889 -1.4365 5.3148
H 0.1563 -5.1427 4.9956
C 0.3159 2.0503 0.8089
H -0.2398 0.7001 -4.3973
C 0.1786 -1.9259 2.6902
C 1.2541 0.2657 2.0792
H -1.7961 1.9734 1.5102
C -0.7181 -1.7233 -1.3598
H -0.9755 4.9079 -3.8250
H -1.0341 0.9000 -6.8008
H 1.6803 1.7010 -3.0742
Si 0.4260 -2.7092 4.4512
C -1.0042 1.7774 -6.1484
H -1.8547 -2.1431 5.2801
H 0.7908 -4.9163 3.3508
Rh 0.1422 0.1194 -0.1289
H -0.6658 -0.9805 5.8796
H 2.0926 -0.0185 2.7014
H 1.4297 -2.0423 -1.8797
C 0.0776 -4.5399 4.0884
C 1.4542 1.2586 1.0843
C -0.5547 1.6573 -4.8364
H -1.7497 3.1172 -7.6788
H -0.7916 -2.5827 6.6260
C 0.6845 -2.0349 -1.1278
H -0.9261 -4.6599 3.6733
C -1.4206 3.0233 -6.6480
C -1.4161 4.1553 -5.8195
H -0.6097 3.3180 -1.8881
H 1.5802 2.4547 -1.3776
H 1.7826 -2.5885 0.6965
C 2.1768 -2.4906 5.1196
H 0.3070 3.0023 0.2724
C -0.8435 -2.0385 5.6799
C 0.2232 -0.6545 2.0455
H -1.1442 -1.6535 -2.3296
O 0.5613 0.6439 -1.9303
H 2.3059 -3.0485 6.0532
C -0.4406 0.5577 2.5006
C -1.3902 -1.7265 -0.1328
H -1.0039 0.4284 3.4682
*
```

E_LUMO (spin up / spin down)	-0.210 / -0.364	eV
energy	-1367.41440	Eh
gap between HOMO and LUMO (spin up / spin down)	5.612 / 6.849	eV
max |F|	3.7	eV/Å

Here are the Löwdin charges for atoms 1 to 5, given in e:
1. H 0.028
2. C -0.099
3. C -0.241
4. C -0.331
5. H 0.121



Entry 3:
Entry from the Open Molecules 2025 dataset: a structure of composition CH14BaO10 in a non-equilibrium geometry (ωB97M-V/def2-TZVPD).

ORCA input file:
```
! RIJCOSX wB97M-V def2-TZVPD def2/J DEFGRID3
* xyz 0 1
H -21.7528 6.9149 6.2541
O -27.5084 4.0544 8.4235
O -22.1632 6.9248 7.1291
O -25.9594 10.3897 8.2885
H -25.5270 8.5214 10.6850
H -22.9537 10.6226 8.7970
H -26.8748 8.2630 10.0096
Ba -24.6636 7.8276 7.6848
O -26.7815 8.7443 5.7594
H -26.5211 10.6310 7.5409
O -23.8893 9.3531 5.3694
H -24.2092 9.0767 4.5016
C -27.0436 4.9291 7.6321
O -26.8727 6.1525 8.0432
H -27.4335 9.4107 5.5159
O -25.9687 7.9315 10.0608
H -25.8575 11.2055 8.7923
H -26.2646 8.6180 4.9589
O -23.1661 6.9415 9.7828
H -22.3703 7.3923 10.0855
O -22.7149 9.7037 8.6122
O -26.7575 4.6303 6.4040
H -23.0754 6.0360 10.1119
H -23.6814 10.2890 5.2637
H -21.5183 7.3657 7.6929
H -21.8856 9.5688 9.0903
*
```

E_LUMO	-1.714	eV
energy	-824.36688	Eh
gap between HOMO and LUMO	2.058	eV
max |F|	3.3	eV/Å

Here are the Löwdin charges for atoms 1 to 5, given in e:
1. H 0.069
2. O -0.130
3. O -0.188
4. O -0.134
5. H 0.039



Entry 4:
Entry from the Open Molecules 2025 dataset: a cluster of 2 separate species, C4H13NS in total in a non-equilibrium geometry (ωB97M-V/def2-TZVPD).

ORCA input file:
```
! RIJCOSX wB97M-V def2-TZVPD def2/J DEFGRID3
* xyz 0 1
C -2.3305 -2.5912 0.7198
H -0.0297 1.7139 0.0311
S -0.7824 -2.1512 1.0362
H -3.0830 -4.2990 1.8390
H -2.7787 -1.4766 0.5738
C 1.0462 2.2162 -0.1386
H 3.6385 2.7564 -0.6285
H 0.5593 3.2826 0.0493
H -2.4257 -3.2885 -0.2300
N 1.7900 1.9964 -1.4551
H 1.6960 1.9938 0.6164
H 1.3073 1.1598 -1.8005
C -3.2663 -3.2077 1.8313
H 3.5584 2.0081 -2.4665
H -4.3612 -3.0209 1.6904
C 3.3671 1.8698 -1.3599
H -3.0554 -2.6002 2.8352
H 3.6526 0.8144 -1.0991
H 1.4974 2.8241 -2.0444
*
```

E_LUMO	-1.232	eV
energy	-612.90251	Eh
gap between HOMO and LUMO	3.234	eV
max |F|	6.6	eV/Å

Here are the Löwdin charges for atoms 1 to 5, given in e:
1. C -1.068
2. H 0.144
3. S 0.120
4. H 0.043
5. H 0.032



Entry 5:
Entry from the Open Molecules 2025 dataset: a structure of composition C32H42N6O5S3Ti in a non-equilibrium geometry (ωB97M-V/def2-TZVPD).

ORCA input file:
```
! RIJCOSX wB97M-V def2-TZVPD def2/J DEFGRID3
* xyz 0 3
C 5.1308 -1.1429 0.8775
H 1.1870 2.1551 2.6407
C 1.5575 -1.6173 1.4441
H -3.5102 -2.9419 -1.2893
H 2.6331 2.2006 -3.1769
H -4.7317 -1.8818 -2.0033
C -0.5926 1.3380 4.7441
H 2.8264 -4.0934 2.0070
C -1.3321 -1.4267 4.4319
H -3.7425 -1.7320 3.3105
C 0.1061 2.2699 2.5775
H -0.9813 5.3997 -1.9481
C -3.5724 0.4768 -0.8978
S 2.7621 0.3994 0.5873
H 0.2454 0.8046 -4.4628
Ti -0.2474 -0.2313 -0.0923
H -0.9893 -4.8600 -1.2452
H -0.2308 3.3493 -3.6586
H -0.2496 -1.3431 4.3983
H -0.2957 2.3551 4.9868
H -0.1800 2.2462 1.5343
H 5.7540 -0.3259 0.5341
C -3.0893 -0.8742 -1.0276
H 1.8906 2.8390 -4.6665
H 0.4965 6.1502 -2.5552
C 2.1006 -3.5634 -1.7233
C -0.3505 2.3814 -3.1678
C 3.4739 -3.2779 1.7113
H -5.6556 -0.0750 -0.7247
H 2.7646 -6.8800 -1.6946
O 2.7988 0.6351 -0.8411
S 0.1552 -2.5670 1.6207
C -0.0175 -2.3491 -1.3980
H 1.8032 3.2220 -0.5281
H 0.1090 0.6636 5.2318
H -3.3965 -0.8307 1.8191
C 2.1903 -5.9629 -1.6567
C 1.1632 3.7874 -1.2086
S -0.3216 2.7314 -1.3806
H -2.3911 3.5180 -0.8425
H -0.3976 6.9011 -1.2314
O -1.4243 0.3385 1.3718
H 5.2759 -4.4059 1.7966
O 3.0287 1.5935 1.3709
H -0.1913 3.2316 3.0007
C 4.8343 -3.4395 1.5844
C 0.6847 1.3507 -3.6267
C 3.7720 -0.9706 1.0250
C 0.0787 -4.8401 -1.4133
C -4.4650 3.0682 -0.6204
H -4.6732 -2.1120 -0.2513
C 0.7453 5.1432 -0.6491
H 1.6412 5.7020 -0.3754
H -1.7067 -1.1027 5.4045
C 2.0279 1.9487 -4.0471
H -2.5353 -2.3415 2.1470
H -1.5615 -2.4815 4.2998
N -1.3195 -2.3389 -1.2992
H 1.6601 3.8888 -2.1709
C -4.9508 0.7406 -0.7435
N -1.7774 -1.0614 -1.0263
C 0.7207 -3.6108 -1.5430
H 0.3154 -6.9646 -1.3586
C 2.9096 -2.0164 1.4331
H -6.4515 2.2498 -0.4876
O 0.1694 1.4412 -0.7419
C -2.9638 -1.4468 2.6022
C 5.6722 -2.3875 1.1733
C -4.0613 -2.0210 -1.1530
N -0.5861 1.2066 3.2955
N 1.3411 -0.2850 1.0910
O 0.6655 -1.2296 -1.3186
H 3.9049 -4.6975 -1.9123
H 2.5886 -2.5997 -1.7934
H 2.5916 1.2214 -4.6301
H 6.7371 -2.5504 1.0769
N -1.9507 -0.6880 3.3289
C 2.8312 -4.7390 -1.7819
H 0.8537 0.6275 -2.8290
H -4.7520 4.1025 -0.4946
C -1.2735 0.2635 2.6328
H -1.3672 2.0202 -3.3302
C -3.1368 2.7268 -0.8026
N -2.6812 1.4907 -0.9463
C -5.3973 2.0343 -0.6038
H -1.5941 1.1642 5.1369
H 0.1668 4.9911 0.2664
C -0.0820 5.9469 -1.6515
C 0.8130 -6.0097 -1.4724
*
```

E_LUMO (spin up / spin down)	-0.262 / -0.471	eV
energy	-3993.38295	Eh
gap between HOMO and LUMO (spin up / spin down)	4.367 / 6.837	eV
max |F|	2.6	eV/Å

Here are the Löwdin charges for atoms 1 to 5, given in e:
1. C -0.063
2. H 0.081
3. C -0.763
4. H 0.062
5. H 0.062